The following is a DFT calculation (ωB97M-V/def2-TZVPD) of an isolated molecule of C5H7NO.

Geometry as ORCA input:
```
! wB97M-V def2-TZVPD RIJCOSX def2/J DEFGRID3
* xyz 0 1
C -1.521 -0.301 0.265
C -0.579 0.407 -0.673
C 0.549 1.182 -0.015
O 1.785 0.629 -0.439
C 1.620 -0.539 0.444
N 0.722 -1.421 0.368
C -0.432 -1.070 -0.447
H -1.394 -0.131 1.334
H -2.553 -0.442 -0.040
H -0.929 0.746 -1.641
H 0.569 0.878 1.054
H 0.465 2.268 -0.048
H 2.373 -0.473 1.234
H -0.738 -1.797 -1.200
*
```

As for the SMILES: C1=N[C@H]2C[C@H]2CO1.

***

The following is a DFT calculation (ωB97M-V/def2-TZVPD) of a 2-piece molecular cluster, C4H8N2O overall.

Geometry as ORCA input:
```
! wB97M-V def2-TZVPD RIJCOSX def2/J DEFGRID3
* xyz 0 1
C -1.692 0.301 0.368
C 0.072 -1.590 -0.193
C 1.487 1.370 -0.830
C -0.506 0.478 -0.458
N -2.779 -0.144 -0.086
N 0.145 -2.179 0.859
O 0.324 1.407 -0.050
H -1.519 0.624 1.376
H -0.389 -1.932 -1.187
H 2.275 1.855 -0.317
H 1.142 1.967 -1.686
H 1.685 0.368 -1.095
H -0.560 0.497 -1.627
H -3.476 -0.411 0.504
H 0.279 -3.147 0.819
*
```

***

Relative energy (zero: lowest compared OMol25 entry of this formula, charge and spin)? In order: 68.0; 131.4 kcal per mole.
E_LUMO? In order: 1.1; 0.8 eV.
Highest occupied orbital energy? In order: -0.3429; -0.2896 hartree.